Formula: C23H21BrIrN3O4SbSe4
Source: OMol25
Level of theory: wB97M-V/def2-TZVPD

Element x y z (Å)
Ir  0.379574  1.889917  -0.336884
O  -4.669726  1.325017  -1.689984
C  -4.491726  2.447217  -2.415584
C  -5.459326  2.761017  -3.364384
C  -5.382326  3.931517  -4.099284
C  -4.315026  4.795117  -3.910584
C  -3.314026  4.461617  -3.021284
C  -3.371726  3.292117  -2.264884
C  -2.254026  2.920717  -1.389284
O  -1.092226  3.420617  -1.516584
N  -2.527026  1.997717  -0.467384
N  -1.492726  1.651017  0.277116
C  -1.620126  1.050917  1.459116
C  -0.482926  0.909217  2.246216
C  -0.479626  0.288417  3.519716
C  0.671274  0.225617  4.249416
C  1.849674  0.784217  3.720916
C  1.789474  1.365017  2.472016
N  0.689074  1.432517  1.743616
H  -3.896626  1.270517  -1.064984
H  -6.285426  2.074617  -3.484784
H  -6.160426  4.169217  -4.812484
H  -4.267626  5.729017  -4.452784
H  -2.459326  5.103517  -2.880084
H  -2.599426  0.722317  1.783016
H  -1.414226  -0.129883  3.864616
H  0.687574  -0.253583  5.219316
H  2.777174  0.777117  4.268716
H  2.701774  1.774417  2.048616
Se  3.815374  2.657617  -2.422384
Sb  2.836874  4.648717  0.460616
Se  2.788074  2.111917  -0.579684
Se  0.421374  4.554917  1.204716
Se  4.147574  4.371817  2.514916
C  1.787474  -6.706083  0.873316
C  1.816874  -5.231383  0.577016
C  1.124274  -4.717483  -0.507484
C  1.138374  -3.358483  -0.792384
C  0.379574  -2.818383  -1.961484
C  1.883274  -2.507783  0.021716
C  2.591974  -3.001183  1.115316
C  3.371174  -2.063983  1.987016
C  2.542974  -4.363083  1.380516
C  1.820774  -1.002483  -0.189784
O  2.869174  -0.401383  -0.472284
O  0.693274  -0.510283  -0.009784
H  1.406874  -7.263383  0.018216
H  1.140374  -6.916683  1.726516
H  2.786174  -7.071083  1.114116
H  0.551474  -5.389783  -1.136684
H  -0.155726  -3.607983  -2.486584
H  1.060774  -2.326783  -2.654084
H  -0.329226  -2.063283  -1.628284
H  4.079574  -1.490383  1.389916
H  3.914074  -2.596383  2.766616
H  2.697674  -1.341283  2.452416
H  3.072074  -4.761283  2.235816
Br  0.237474  0.978517  -2.698984

Atoms 1-6, force components in eV/Å:
Ir 1.7 -0.8 1.2
O -0.1 0.1 -0.3
C 0.2 -0.1 0.2
C -0.3 0.1 -0.1
C 0.0 -0.2 0.2
C 0.0 0.3 -0.1

The HOMO energy (alpha / beta) comes out at -1.3 / -1.2 eV. Its energy above the lowest of the compared OMol25 structures with the same formula, charge and spin is 82.66 kcal/mol. Its multiplicity is 2. The total charge is -2.


Formula: C23H21CeF3N2O9P2S
Source: OMol25
Level of theory: wB97M-V/def2-TZVPD

Element x y z (Å)
Ce  0.614985  0.436959  0.495280
O  4.774464  1.665446  -0.419411
P  3.316753  1.234349  -0.894171
O  2.884218  0.034547  -0.062625
O  3.250586  1.223545  -2.370798
O  2.323873  2.404719  -0.292284
P  1.007460  3.061947  -1.127907
O  1.657102  3.411684  -2.527402
O  0.494936  4.229976  -0.418123
O  0.154869  1.792164  -1.267856
H  4.915680  1.511504  0.521084
H  2.179334  2.640217  -2.839075
N  -2.060853  -0.053016  0.620915
C  -2.165962  -1.016630  1.730089
C  -1.078118  -2.067844  1.464566
O  -1.392529  -3.168218  1.010232
O  0.111920  -1.629629  1.644967
H  -2.627747  0.771091  0.781560
H  -2.355629  -0.486778  -0.248298
H  -3.122692  -1.537742  1.813818
H  -1.932167  -0.477041  2.647422
F  -5.321403  6.352221  5.588961
C  -4.025669  6.405227  5.987131
F  -3.624749  7.683220  5.832403
F  -4.039283  6.160392  7.322145
C  -3.167481  5.433378  5.243999
C  -3.482171  4.079453  5.311980
C  -2.707796  3.157043  4.637934
C  -1.598965  3.564084  3.881172
C  -1.301610  4.928918  3.821569
C  -2.078046  5.855520  4.496651
C  -0.799499  2.611589  3.178743
C  -0.106768  1.797092  2.583144
H  -4.333913  3.748667  5.893459
H  -2.942609  2.102190  4.688356
H  -0.460972  5.249563  3.221570
H  -1.835107  6.907356  4.434517
N  0.160145  -1.469194  -1.381457
S  1.367184  -1.973560  -2.275963
C  0.769084  -2.431841  -3.896766
C  1.098852  -1.584064  -4.940662
C  0.598891  -1.847269  -6.211203
C  -0.220355  -2.943565  -6.420867
C  -0.548720  -3.789350  -5.364848
C  -0.053157  -3.535890  -4.098887
C  1.939321  -3.562960  -1.693231
C  2.937447  -4.218070  -2.408839
C  3.432337  -5.417406  -1.931995
C  2.935614  -5.950331  -0.744941
C  1.952071  -5.280263  -0.039527
C  1.443869  -4.070612  -0.505782
H  -0.530648  -2.209322  -1.244508
H  1.729006  -0.722438  -4.753702
H  0.849491  -1.187859  -7.031810
H  -0.611180  -3.145243  -7.410190
H  -1.190543  -4.644925  -5.530981
H  -0.293303  -4.187715  -3.266646
H  3.320848  -3.793874  -3.329507
H  4.208427  -5.937353  -2.478891
H  3.327104  -6.888363  -0.371671
H  1.568670  -5.686036  0.887617
H  0.685102  -3.539665  0.059535

Atoms 1-6, force components in eV/Å:
Ce -0.4 -1.1 0.9
O 0.1 0.2 0.0
P -0.3 0.2 0.3
O 0.2 0.0 -0.4
O 0.1 -0.1 0.0
O 0.1 0.1 -0.2

The HOMO energy (alpha / beta) comes out at -5.7 / -5.8 eV. Its energy above the lowest of the compared OMol25 structures with the same formula, charge and spin is 6.04 kcal/mol. Its multiplicity is 2. The total charge is -1.


Formula: C23H21Cl2F5GeIrN3O2S
Source: OMol25
Level of theory: wB97M-V/def2-TZVPD

Element x y z (Å)
Ir  -0.063662  0.065421  -0.165339
N  -0.093578  2.416426  0.648130
N  1.135040  2.888825  1.089551
C  2.255134  2.203293  0.863400
N  3.395931  2.664217  1.362586
S  2.304684  0.787266  -0.084737
H  -0.397653  2.867527  -0.213847
H  -0.809114  2.547450  1.354273
H  1.148441  3.645587  1.759155
H  3.455882  3.526091  1.881094
H  4.236958  2.137873  1.189497
F  -2.119699  0.054371  1.905125
C  -0.859022  -0.395694  1.844921
F  -0.943942  -1.732904  1.953344
C  -0.115891  0.088852  3.095594
F  -0.665461  -0.285868  4.230593
F  1.147765  -0.351158  3.065238
F  -0.047150  1.442367  3.095707
C  1.201122  -3.012137  -5.301684
C  0.045393  -3.629580  -4.845189
C  -0.269238  -3.621169  -3.490588
C  0.582809  -2.981577  -2.608366
C  1.770452  -2.402009  -3.049525
C  2.070207  -2.408130  -4.406047
Ge  0.127598  -2.472069  -0.709332
C  1.633004  -3.359054  0.284665
C  2.393729  -2.653804  1.208844
C  3.400787  -3.296426  1.916492
C  3.647181  -4.641763  1.691652
C  2.894851  -5.342565  0.759492
C  1.892250  -4.702028  0.045458
C  -1.563781  -3.497990  -0.431378
C  -2.729351  -3.022890  -1.029271
C  -3.965612  -3.436528  -0.550691
C  -4.031693  -4.346951  0.493300
C  -2.867844  -4.853262  1.054009
C  -1.626145  -4.441991  0.589022
H  1.425972  -3.005967  -6.360147
H  -0.627758  -4.116324  -5.538896
H  -1.176715  -4.101251  -3.147371
H  2.450658  -1.927011  -2.349794
H  2.979343  -1.932229  -4.751708
H  2.195332  -1.605193  1.388796
H  3.983146  -2.746968  2.644729
H  4.428532  -5.147700  2.242545
H  3.081868  -6.393994  0.586926
H  1.309682  -5.247109  -0.688455
H  -2.669844  -2.302441  -1.834299
H  -4.870893  -3.030117  -0.982239
H  -4.993451  -4.666472  0.871792
H  -2.915910  -5.566114  1.866759
H  -0.723096  -4.829497  1.044028
Cl  -0.738538  1.911035  -4.667924
C  -2.010849  0.999540  -3.831156
Cl  -3.420914  2.012845  -3.517929
C  -1.411358  0.502251  -2.515687
O  -1.212793  -0.710955  -2.376886
O  -1.114205  1.359915  -1.627461
H  -2.299259  0.156054  -4.448686

Atoms 1-6, force components in eV/Å:
Ir 0.1 0.2 1.1
N -0.6 -0.1 -0.5
N 0.3 0.1 0.2
C -0.2 0.2 0.2
N -0.1 -0.1 -0.2
S -1.5 -1.2 0.2

The HOMO energy (alpha / beta) comes out at -11.1 / -11.1 eV. Its energy above the lowest of the compared OMol25 structures with the same formula, charge and spin is 70.03 kcal/mol. Its multiplicity is 2. The total charge is +1.


Formula: C23H21Cl2N2O2RuS2
Source: OMol25
Level of theory: wB97M-V/def2-TZVPD

Element x y z (Å)
Ru  0.952548  -1.545560  -1.052846
C  0.998640  -2.093228  1.608286
N  0.577242  -0.691285  1.513294
C  1.707818  0.233962  1.786933
C  2.152787  1.073790  0.591514
N  2.647811  0.262956  -0.513219
C  4.026228  -0.177091  -0.271190
C  2.523101  0.875494  -1.815347
C  2.452379  2.251299  -1.981124
C  2.301112  2.808505  -3.242721
C  2.238898  1.988188  -4.355680
C  2.328736  0.613326  -4.205402
C  2.469403  0.040237  -2.944984
S  2.563223  -1.723878  -2.800834
C  -0.578207  -0.396699  2.316271
C  -0.881924  -1.202101  3.413400
C  -1.936754  -0.914182  4.262518
C  -2.710261  0.212978  4.053720
C  -2.445126  1.015707  2.957777
C  -1.415389  0.708647  2.075023
S  -1.318651  1.682300  0.553632
H  1.489923  -2.339549  2.557149
H  1.740749  -2.312926  0.813250
H  0.138242  -2.747804  1.480891
H  2.553410  -0.351025  2.160110
H  1.422731  0.924655  2.581980
H  2.920415  1.774678  0.947911
H  1.301890  1.638639  0.233779
H  4.689719  0.686343  -0.139436
H  4.375798  -0.768522  -1.111711
H  4.075615  -0.797204  0.625448
H  2.508534  2.908194  -1.122237
H  2.232161  3.883328  -3.346725
H  2.113341  2.415653  -5.342158
H  2.272200  -0.040802  -5.065264
H  -0.273002  -2.069479  3.628846
H  -2.137480  -1.567843  5.101615
H  -3.518766  0.464153  4.726475
H  -3.042746  1.892987  2.756813
Cl  -6.329235  -0.236689  -0.584801
C  -4.604819  -0.306497  -0.757942
C  -3.821499  0.708069  -0.194370
C  -2.464284  0.677308  -0.371741
Cl  -2.851665  3.719081  0.963491
C  -1.813427  -0.294861  -1.201899
O  -0.608757  -0.117667  -1.594891
C  -2.616341  -1.438208  -1.521588
C  -1.999921  -2.703063  -1.796559
O  -0.810680  -2.988168  -1.665139
C  -4.010028  -1.385957  -1.355168
H  -4.279816  1.494524  0.389933
H  -2.694675  -3.513471  -2.075461
H  -4.611202  -2.231224  -1.669609

Atoms 1-6, force components in eV/Å:
Ru -0.4 0.3 -0.7
C 0.0 0.0 0.0
N 0.0 -0.1 -0.1
C 0.1 0.1 -0.2
C -0.1 -0.2 0.2
N -0.2 -0.1 -0.1

The HOMO energy (alpha / beta) comes out at -7.6 / -7.9 eV. Its energy above the lowest of the compared OMol25 structures with the same formula, charge and spin is 48.27 kcal/mol. Its multiplicity is 6. The total charge is 0.


no.,E (a.u.)
1,-13878.72350
2,-3531.84186
3,-5202.64647
4,-2960.58237